44
Properties=species:S:1:pos:R:3:mulliken_charge:R:1 method="wB97M-V/def2-TZVPD" mol_weight_g_mol=471.27 total_energy_ev=-52576.3738 charge=-1
C 1.3407 -2.5460 1.6531 -0.964
S 2.9922 -1.9710 1.2781 1.481
O 3.7240 -3.1413 0.8669 -0.712
O 3.5652 -1.2931 2.4195 -0.701
C 2.9279 -0.8057 -0.1959 0.212
I 1.2992 -1.3763 -1.6292 -0.046
O 4.0515 -1.0801 -0.8436 -0.630
Al 4.4660 0.3467 -1.9581 0.343
N 6.3102 0.4024 -2.1156 -0.498
O 3.6720 1.4404 -0.7767 -0.663
C 3.0169 0.6943 0.1941 -0.288
C 1.7940 1.3735 0.8011 -0.141
C 0.8112 2.0095 -0.1855 -0.894
C -0.6245 2.0127 0.3470 -0.586
N -1.2935 0.7545 -0.0111 -0.032
C -2.3166 0.3352 0.9505 -0.644
C -3.6174 -0.0617 0.3047 0.845
C -4.2679 -1.2408 0.6660 -0.671
C -5.4831 -1.6167 0.0956 -0.622
C -6.0695 -0.7890 -0.8545 -0.451
C -5.4264 0.3864 -1.2350 -0.352
C -4.2161 0.7559 -0.6592 0.050
O -3.6355 1.9545 -1.0133 -0.588
H 1.3683 -3.6247 1.5767 0.443
H 0.5949 -2.1713 0.9619 0.118
H 1.1064 -2.2702 2.6764 0.323
H 3.7440 0.1834 -3.3690 -0.396
H 6.6803 -0.5079 -2.3529 0.157
H 6.7906 0.7345 -1.2900 0.199
H 3.7307 0.6495 1.0280 0.392
H 2.1862 2.1809 1.4174 0.311
H 1.3101 0.6734 1.4877 0.301
H 0.7958 1.4323 -1.1083 0.289
H 1.1250 3.0077 -0.4667 0.440
H -1.1550 2.8481 -0.1096 0.217
H -0.6106 2.1679 1.4316 0.420
H -0.5526 0.0639 -0.0343 -0.120
H -1.9679 -0.4663 1.6038 0.257
H -2.5382 1.1793 1.6062 0.387
H -3.8018 -1.8771 1.4048 0.345
H -5.9582 -2.5295 0.4176 0.382
H -7.0184 -1.0291 -1.3087 0.362
H -5.8703 1.0323 -1.9759 0.417
H -2.9796 1.7786 -1.6956 0.308

=====

19
Properties=species:S:1:pos:R:3:mulliken_charge:R:1 method="wB97M-V/def2-TZVPD" de_lowest_kj_mol=601.2 mol_weight_g_mol=144.17
C 4.6214 -1.0303 -0.8410 -0.440
C 3.9220 -0.2556 -0.1732 -0.264
C -3.0925 0.1861 -0.4533 -0.248
C -2.8851 -0.5208 0.6612 -0.555
C -2.0560 0.8770 -1.1796 -0.456
C -1.5066 -0.8739 1.0356 -0.361
C -0.7378 0.5628 -1.0126 -0.424
C -0.3808 -0.3220 0.1217 0.274
C 2.8867 1.7898 0.9340 -0.178
C 3.3027 0.8237 0.3612 0.104
O 0.7519 -0.7687 0.2463 -0.562
H 5.2636 -1.8488 -1.0113 0.362
H -4.0530 0.2933 -0.8353 0.398
H -3.6311 -1.0361 1.2160 0.372
H -2.5457 1.4517 -1.8437 0.430
H -1.3870 -1.9152 0.7996 0.290
H 0.1801 0.8338 -1.4850 0.453
H -1.1130 -0.8374 2.0357 0.380
H 2.4604 2.5905 1.4237 0.426

=====

122
Properties=species:S:1:pos:R:3:mulliken_charge:R:1 method="wB97M-V/def2-TZVPD" mol_weight_g_mol=1273.61 spin_multiplicity=8 total_energy_ev=-250119.7035 charge=-2
Eu -0.3614 -1.0613 0.1768 1.321
N -2.5682 1.5624 -3.6522 0.289
C -1.6847 1.6999 -4.6928 -0.961
C -2.0427 2.4505 -5.8170 -0.090
C -1.2345 2.5057 -6.9290 -0.476
C 0.0392 1.9205 -6.9398 -0.799
C 0.4504 1.2652 -5.7687 -0.703
C -0.4324 1.0599 -4.7013 0.902
S 0.1331 0.0492 -3.3292 0.026
N -0.8871 0.6609 -2.1109 0.937
C -2.2478 0.6704 -2.5744 -1.423
C -3.1001 -0.3717 -2.2452 0.390
C -4.3156 -0.6263 -2.9145 -1.129
C -5.1223 -1.6335 -2.5612 -0.689
C -4.8629 -2.3816 -1.3979 -0.994
C -3.6900 -2.0819 -0.7243 -0.245
N -2.8070 -1.1100 -1.0670 1.029
H -3.3086 2.2354 -3.4620 0.346
H -3.0771 2.9042 -5.9096 0.217
H -1.3947 2.9683 -7.8983 0.317
H 0.7228 2.0435 -7.7967 0.346
H 1.4698 0.9154 -5.7683 0.446
H -4.4777 -0.0267 -3.7989 0.385
H -6.0290 -1.9181 -3.0703 0.392
H -5.4267 -3.2139 -1.0152 0.463
H -3.4120 -2.6729 0.1417 0.313
C -2.2824 -2.5629 4.4352 -1.162
C -2.0543 -2.0502 3.1909 -0.330
N -0.9145 -2.3791 2.5019 0.974
C -0.1104 -3.3033 3.0367 -0.445
C -0.3251 -3.9079 4.3133 1.435
C -1.4089 -3.4229 5.0959 -1.058
C 0.5520 -4.9086 4.8337 -0.825
C 1.5040 -5.3936 4.0281 -0.751
C 1.7436 -4.8281 2.7346 1.710
C 2.6921 -5.4011 1.8586 -0.989
C 2.7758 -4.8641 0.5945 -1.120
C 2.0113 -3.7751 0.1962 -0.306
N 1.1744 -3.1609 1.0522 0.793
C 1.0214 -3.7495 2.2753 -0.964
H -3.0663 -2.1481 5.0657 0.388
H -2.7759 -1.3852 2.7274 0.346
H -1.5860 -3.6767 6.1143 0.511
H 0.4288 -5.3668 5.8250 0.340
H 2.0861 -6.2695 4.4187 0.256
H 3.3577 -6.2307 2.0811 0.371
H 3.4767 -5.2504 -0.1232 0.429
H 1.9811 -3.3046 -0.8059 0.475
O -0.0414 1.2472 4.0809 -0.812
C -0.4067 1.1397 2.9147 0.019
O 0.1692 0.5846 1.9403 -0.661
C -1.7757 1.7186 2.5613 0.591
C -2.0646 3.1049 2.8745 -0.764
C -3.3103 3.5963 2.6155 -0.345
C -4.2795 2.6686 2.1174 -0.796
C -3.9064 1.3910 1.7052 -0.335
N -2.6458 0.9398 1.9372 0.321
H -1.2921 3.6731 3.4527 0.404
H -3.5353 4.6289 2.9166 0.406
H -5.3200 2.9682 1.9747 0.339
H -4.5289 0.6939 1.1754 0.423
O -0.2477 -3.2627 -1.6643 -0.476
H -0.8852 -3.9456 -1.3953 0.444
H -0.4693 -2.9267 -2.5513 0.232
C 1.2569 4.3865 -0.5969 -1.006
Ge 0.5411 3.3455 -2.0858 0.783
C -0.6584 4.4462 -3.0940 -1.012
C 2.0882 2.9040 -3.1146 -0.950
C -0.4519 1.8235 -1.3167 -0.006
H 1.7326 5.2511 -1.0349 0.470
H 2.1220 3.8406 -0.1399 -0.023
H 0.5563 4.7068 0.2056 0.274
H -1.0733 3.8789 -3.9354 0.150
H -0.1545 5.3674 -3.4203 0.423
H -1.4835 4.8116 -2.4951 0.381
H 1.9597 1.9822 -3.6930 0.233
H 2.9575 2.6879 -2.4755 0.323
H 2.3213 3.7009 -3.8324 0.342
H 0.2719 1.5575 -0.5530 -0.874
H -1.3803 2.0689 -0.7588 0.543
Br -4.9499 -8.0581 4.4215 -0.296
C -4.6505 -6.9234 2.8264 -0.033
C -5.7921 -6.4923 2.1539 -0.399
C -5.5969 -5.7256 1.0353 -0.563
C -4.3068 -5.5139 0.5292 -0.133
C -3.1705 -5.9015 1.2272 0.207
C -3.3736 -6.6054 2.4412 -0.470
C -1.7667 -5.4845 0.7211 0.188
O -0.8360 -5.7491 1.4617 -0.699
O -1.6935 -4.8563 -0.3702 -0.887
H -6.7949 -6.7436 2.5069 0.365
H -6.5463 -5.3997 0.5489 0.288
H -4.1682 -5.0764 -0.4529 0.612
H -2.5337 -6.9041 2.9871 0.662
C 6.6988 5.8546 -1.9732 -1.435
C 6.0512 5.3266 -0.7250 1.206
C 5.1411 6.0556 0.0239 -0.845
C 4.4684 5.4684 1.0863 -0.517
C 4.6988 4.1424 1.4513 0.140
C 5.7061 3.4562 0.7193 -0.313
C 6.3772 4.0456 -0.3257 -0.876
S 3.7658 3.5842 2.7969 1.435
O 2.5175 4.2891 2.7455 -0.618
O 4.5422 3.7767 4.0213 -0.802
N 3.6876 1.9641 2.5398 -0.228
C 3.0909 1.3620 1.3556 2.302
C 3.9224 0.2685 0.6416 -0.844
C 3.1818 -0.5033 -0.4487 0.091
O 3.8945 -0.9211 -1.3814 -0.815
O 1.9211 -0.4423 -0.3772 -0.109
H 7.7638 5.5266 -2.1656 0.342
H 6.7368 6.9722 -1.9078 0.345
H 6.1081 5.6105 -2.8542 0.275
H 4.9958 7.1015 -0.1804 0.319
H 3.6664 6.0290 1.5992 0.358
H 5.8651 2.4438 1.0016 0.590
H 7.2052 3.5285 -0.8594 0.273
H 3.2988 1.5699 3.3893 0.418
H 2.9491 2.1302 0.5657 -0.899
H 2.0783 1.0284 1.5781 -0.693
H 4.3092 -0.4338 1.4047 0.330
H 4.8578 0.7460 0.3021 -0.006

=====

81
Properties=species:S:1:pos:R:3:mulliken_charge:R:1 method="wB97M-V/def2-TZVPD" de_lowest_kj_mol=0.0 mol_weight_g_mol=696.52 spin_multiplicity=2 charge=-1
Mn -2.1750 0.4524 0.4713 0.107
N -2.9543 -0.4275 -1.2743 -0.133
C -4.2772 0.1925 -1.4893 -0.721
C -4.9668 0.3485 -0.1232 0.555
O -6.1782 0.1169 -0.0378 -0.793
N -4.1006 0.6779 0.8357 -0.023
C -4.3773 0.2071 2.1819 -0.868
C -3.4333 -0.9832 2.4859 0.505
O -3.6188 -1.6593 3.4928 -0.796
O -2.5004 -1.1723 1.6130 -0.256
H -2.3877 -0.3903 -2.1149 0.224
H -3.0594 -1.4113 -1.0348 0.149
H -4.9318 -0.4014 -2.1296 0.444
H -4.1295 1.1663 -1.9621 0.323
H -5.4103 -0.1197 2.3084 0.416
H -4.1728 0.9826 2.9254 0.219
O -0.2263 -0.0781 0.3292 0.036
N 0.3695 -0.0729 1.4733 -1.079
N -0.2530 0.5779 2.3703 1.525
O -1.3574 1.2334 2.1506 -0.727
C 0.3319 0.6469 3.6759 0.194
C 1.4403 -0.1250 4.0021 -0.282
C 1.9749 -0.0246 5.2749 -0.628
C 1.4092 0.8288 6.2141 -0.439
C 0.2959 1.5815 5.8739 -0.594
C -0.2521 1.4940 4.6024 -0.584
H 1.8602 -0.7981 3.2698 0.512
H 2.8346 -0.6278 5.5375 0.370
H 1.8288 0.8954 7.2098 0.361
H -0.1600 2.2380 6.6038 0.359
H -1.1285 2.0537 4.3134 0.395
C 1.9959 0.6308 -2.5791 -0.570
C 1.3232 1.7977 -3.2837 -1.267
N 1.7427 3.0953 -2.7635 0.330
C 3.1100 3.5078 -3.0775 -0.857
C 3.9875 3.6036 -1.8380 -1.120
C 0.9242 4.0572 -2.2581 0.287
O 1.3007 5.2171 -2.1408 -0.678
C -0.4493 3.6826 -1.7891 0.631
C -1.4742 4.6091 -1.9327 -0.542
C -2.7110 4.3164 -1.3880 -1.042
C -2.8857 3.1230 -0.7073 -0.540
N -1.9076 2.2200 -0.5682 0.414
C -0.7127 2.5099 -1.0983 -1.073
H 1.6966 -0.3108 -3.0411 0.348
H 1.7191 0.5847 -1.5243 0.061
H 3.0827 0.7015 -2.6473 0.475
H 0.2414 1.7179 -3.2115 0.470
H 1.5671 1.7758 -4.3520 0.471
H 3.0760 4.4734 -3.5844 0.441
H 3.5155 2.7729 -3.7743 0.418
H 3.5830 4.3463 -1.1518 0.311
H 5.0001 3.9045 -2.1126 0.389
H 4.0392 2.6429 -1.3241 0.264
H -1.2778 5.5459 -2.4371 0.496
H -3.5362 5.0111 -1.4650 0.429
H -3.8256 2.8500 -0.2417 0.658
H 0.0589 1.7752 -0.9080 0.854
C -0.7341 -5.4584 -1.0543 -1.237
As -1.1687 -3.5874 -0.6173 0.282
C -0.4745 -3.6164 1.2020 -0.684
C 0.3506 -2.7431 -1.5909 -0.031
C 1.7210 -3.1312 -1.1490 0.498
C 2.3337 -2.4588 -0.0894 0.346
C 3.5964 -2.8271 0.3484 -0.763
C 4.2759 -3.8752 -0.2599 -0.540
C 3.6782 -4.5502 -1.3142 -0.574
C 2.4142 -4.1799 -1.7530 -0.582
H 0.2984 -5.6984 -0.7971 0.314
H -0.8982 -5.6469 -2.1162 0.363
H -1.4009 -6.1055 -0.4838 0.406
H 0.4857 -4.1313 1.2517 0.447
H -1.2146 -4.1191 1.8239 0.507
H -0.3961 -2.5961 1.5675 -0.203
H 0.1931 -1.6761 -1.4439 -0.945
H 0.1901 -2.9858 -2.6448 0.713
H 1.8042 -1.6468 0.3946 0.259
H 4.0532 -2.2911 1.1719 0.453
H 5.2620 -4.1615 0.0838 0.376
H 4.1976 -5.3681 -1.7993 0.369
H 1.9550 -4.7101 -2.5804 0.396

=====

142
Properties=species:S:1:pos:R:3:mulliken_charge:R:1 method="wB97M-V/def2-TZVPD" mol_weight_g_mol=1367.04 total_energy_ev=-214549.9758
C 2.7388 1.4200 1.0882 -0.564
C 3.0283 1.5201 -0.4067 -0.708
C 1.7674 1.5753 -1.2695 -0.539
C 1.1934 2.9893 -1.3282 -0.615
N -0.1979 3.0364 -1.8022 0.288
C -0.5762 4.2723 -2.5252 -1.465
C -1.1566 5.3743 -1.6533 0.179
C -0.2673 5.8389 -0.5028 -0.341
C -0.9109 6.9671 0.3049 -0.891
O -1.0206 6.6271 1.7095 -0.388
C -2.0647 5.8735 2.0289 0.798
O -2.8901 5.4415 1.2804 -0.455
O -2.0733 5.6937 3.3931 -0.444
Br -1.6879 3.9697 3.8393 0.097
C -1.1544 2.5026 -0.9875 0.131
S -0.9649 2.0931 0.5810 -0.062
S -2.6877 2.1877 -1.8641 -0.346
C -3.9093 3.0112 -0.7937 -0.191
C -5.0090 2.0630 -0.3155 -0.481
C -4.5824 1.2165 0.8749 -1.154
H 2.3209 2.3512 1.4737 0.249
H 2.0217 0.6230 1.2900 0.252
H 3.6440 1.2045 1.6545 -0.015
H 3.6198 2.4243 -0.5925 0.283
H 3.6470 0.6759 -0.7163 0.439
H 1.0220 0.8902 -0.8689 0.416
H 1.9946 1.2528 -2.2878 0.316
H 1.3086 3.4951 -0.3648 0.035
H 1.7741 3.5520 -2.0592 0.471
H -1.3007 4.0053 -3.2900 0.208
H 0.3094 4.6194 -3.0518 0.544
H -1.3540 6.2214 -2.3179 0.704
H -2.1198 5.0649 -1.2400 -0.183
H 0.7019 6.1670 -0.8834 0.554
H -0.0909 5.0033 0.1779 -0.029
H -1.9091 7.1964 -0.0680 0.432
H -0.3206 7.8776 0.3006 0.328
H -3.3794 3.4291 0.0609 0.093
H -4.3383 3.8236 -1.3785 0.404
H -5.3116 1.4102 -1.1371 0.171
H -5.8693 2.6766 -0.0376 0.411
H -3.8072 0.5028 0.5911 0.188
H -5.4253 0.6584 1.2816 0.443
H -4.1742 1.8458 1.6673 0.321
C 6.9689 1.5196 6.2242 -1.186
C 5.8540 1.1395 5.5832 0.388
C 5.8315 0.8309 4.0963 1.136
O 4.7566 0.4603 3.6479 -0.693
C 7.0379 0.9820 3.3313 -0.566
C 8.1637 1.3406 3.9724 0.155
C 8.1944 1.6214 5.4680 1.034
O 9.2780 1.9220 5.9369 -0.615
O 9.3296 1.4745 3.3819 -0.546
O 4.6764 0.9849 6.1614 -0.607
H 6.9929 1.7338 7.2832 0.436
H 7.0121 0.7769 2.2700 0.498
H 10.0048 1.7255 4.0499 0.317
H 4.0688 0.6942 5.4489 0.369
C -5.8565 -4.0521 -2.5520 -1.093
C -4.5282 -3.8693 -2.5712 0.213
C -3.8933 -2.4896 -2.4929 0.865
O -2.6760 -2.4642 -2.5096 -0.691
C -4.7511 -1.3290 -2.4066 -0.701
C -6.0788 -1.5150 -2.3894 0.289
C -6.7074 -2.8930 -2.4575 1.285
O -7.9263 -2.9382 -2.4281 -0.716
O -6.9679 -0.5377 -2.3125 -0.562
O -3.6420 -4.8463 -2.6523 -0.570
H -6.3244 -5.0249 -2.5968 0.438
H -4.2938 -0.3506 -2.3545 0.498
H -7.8448 -0.9737 -2.3117 0.376
H -2.7647 -4.4087 -2.6358 0.380
C -2.9808 6.0208 -5.1390 -0.920
C -4.0284 6.2351 -5.9509 0.358
C -3.8849 6.8930 -7.3150 0.962
O -4.9135 7.0172 -7.9550 -0.634
C -2.5766 7.3177 -7.7531 -0.961
C -1.5312 7.1037 -6.9407 0.229
C -1.6741 6.4342 -5.5848 1.142
O -0.6423 6.2880 -4.9488 -0.659
O -0.2865 7.4432 -7.2248 -0.602
O -5.2712 5.9037 -5.6620 -0.580
H -3.0788 5.5493 -4.1708 0.528
H -2.4813 7.7919 -8.7193 0.435
H 0.2516 7.1584 -6.4578 0.376
H -5.8087 6.1728 -6.4362 0.377
C 8.8250 -4.8791 3.9865 -1.067
C 8.0883 -4.9972 2.8714 0.256
C 7.0853 -3.9405 2.4349 0.968
O 6.4932 -4.1672 1.3951 -0.637
C 6.9013 -2.7670 3.2569 -0.857
C 7.6392 -2.6537 4.3706 0.128
C 8.6525 -3.7000 4.7998 1.041
O 9.2611 -3.4601 5.8281 -0.651
O 7.5695 -1.6268 5.2013 -0.392
O 8.1522 -6.0233 2.0428 -0.571
H 9.5399 -5.6264 4.2997 0.439
H 6.1764 -2.0247 2.9504 0.575
H 8.2095 -1.8110 5.9208 0.378
H 7.5108 -5.8290 1.3276 0.392
C 12.3765 4.3801 4.3433 -0.939
C 13.3462 5.3085 4.3776 0.304
C 14.7890 4.9996 4.0058 1.027
O 15.5644 5.9364 4.0681 -0.632
C 15.1384 3.6548 3.6158 -0.909
C 14.1696 2.7278 3.5837 0.198
C 12.7280 3.0450 3.9398 1.027
O 11.9451 2.1108 3.8557 -0.693
O 14.3612 1.4664 3.2434 -0.592
O 13.1590 6.5650 4.7281 -0.579
H 11.3505 4.5924 4.6083 0.485
H 16.1661 3.4377 3.3622 0.435
H 13.4872 1.0302 3.3046 0.360
H 14.0350 6.9983 4.6532 0.374
C -5.9801 -10.5094 -1.7718 -1.020
C -6.3979 -10.7727 -3.0191 0.281
C -7.0416 -9.7197 -3.9073 0.926
O -7.3665 -10.0895 -5.0211 -0.639
C -7.2264 -8.3829 -3.3898 -0.709
C -6.8054 -8.1256 -2.1452 0.000
C -6.1530 -9.1714 -1.2602 1.076
O -5.8177 -8.7944 -0.1506 -0.657
O -6.9112 -6.9446 -1.5516 -0.181
O -6.2984 -11.9528 -3.6035 -0.574
H -5.5221 -11.2537 -1.1362 0.440
H -7.7068 -7.6441 -4.0151 0.499
H -6.5261 -7.0582 -0.6560 0.291
H -6.6781 -11.8397 -4.4998 0.389
C -10.7224 -5.7038 0.8422 -0.900
C -10.0715 -5.7980 -0.3296 0.145
C -10.4535 -6.8162 -1.3952 1.171
O -9.7970 -6.7946 -2.4214 -0.620
C -11.5406 -7.7290 -1.1319 -1.203
C -12.1857 -7.6336 0.0403 0.351
C -11.8172 -6.6040 1.0969 1.142
O -12.4950 -6.6207 2.1107 -0.640
O -13.1951 -8.4053 0.4007 -0.587
O -9.0563 -5.0359 -0.6733 -0.462
H -10.4573 -4.9811 1.6007 0.465
H -11.8013 -8.4563 -1.8875 0.458
H -13.4570 -8.0959 1.2935 0.381
H -8.7851 -5.3002 -1.5761 0.235

=====

16
Properties=species:S:1:pos:R:3:mulliken_charge:R:1 method="wB97M-V/def2-TZVPD" de_lowest_kj_mol=147.0 mol_weight_g_mol=104.12
C 0.2184 -1.6746 2.3929 -0.920
C 0.0676 -0.6404 1.5915 0.236
C 0.6807 0.0609 -2.0043 -1.563
C -1.0435 1.1243 -0.4443 -1.278
C 0.3642 0.4928 -0.5434 1.323
O 0.4163 -0.6487 0.2183 -0.392
F 1.4103 1.3569 -0.0530 -0.387
H -0.2719 -1.4656 3.2491 0.319
H 0.7311 -2.6047 2.1121 0.269
H -0.4217 0.2347 1.9598 0.173
H 1.6497 -0.0514 -2.2473 0.413
H 0.2366 0.7349 -2.7919 0.322
H 0.1888 -0.8219 -1.9848 0.459
H -1.1860 1.9031 -1.3073 0.347
H -1.7564 0.2965 -0.6560 0.330
H -1.2841 1.7033 0.5087 0.350

=====

21
Properties=species:S:1:pos:R:3:mulliken_charge:R:1 method="wB97M-V/def2-TZVPD" mol_weight_g_mol=304.23 spin_multiplicity=5 total_energy_ev=-13628.7212 charge=+1
C 2.1365 -0.6195 0.7965 -1.212
Pt 0.5922 -0.4323 -0.4418 0.883
N -1.1082 -0.0510 -1.6430 -0.771
N 1.7814 -0.3370 -2.1266 -0.780
H -1.4482 0.8795 -1.4654 0.322
H 1.0349 -1.8823 -0.1308 -0.206
H 1.9342 -0.9709 1.8555 0.362
H 2.2411 0.4492 0.7024 0.348
H 3.0999 -1.1394 0.5203 0.387
H 1.6150 0.5418 -2.6766 0.377
H 1.5945 -1.1157 -2.7744 0.361
H 2.7503 -0.3489 -1.9178 0.327
H -0.9967 -0.1391 -2.6872 0.338
H -1.8862 -0.6577 -1.4334 0.333
C -2.2689 0.8688 2.4466 -0.979
C -1.4281 0.8260 1.2305 0.979
O -1.4735 1.7840 0.3412 -0.557
O -0.7099 -0.2656 1.1404 -0.453
H -2.5886 1.8958 2.6416 0.330
H -1.7133 0.4731 3.3116 0.332
H -3.1585 0.2411 2.3103 0.278